Entry 1:
Formula: C5H15NO
Source: the OMol25 dataset
Level of theory: the ωB97M-V functional and the def2-TZVPD basis

Properties
Kohn-Sham gap ... 9.544 eV
LUMO energy ... 0.78 eV
SMILES string ... CCN(C)CC.O
Energy relative to the best compared isomer or geometry (same formula, charge and spin) ... 112.2 kJ/mol
Multiplicity ... 1

Positions of all 22 atoms, in Å:
1 H 1.340 -0.532 1.844
2 H -3.575 -2.909 -1.623
3 H 0.529 -0.630 -1.426
4 H 2.031 0.232 -0.946
5 H -2.134 -2.690 -1.294
6 H -0.685 -1.438 2.890
7 H 0.605 2.619 0.265
8 H 1.966 1.769 0.937
9 C -0.795 -0.806 2.010
10 C 0.930 0.284 -1.004
11 H 0.867 1.058 -3.034
12 C 0.657 1.415 -2.028
13 H 1.318 2.266 -1.880
14 N 0.307 0.545 0.292
15 H 0.459 1.938 1.867
16 H -1.244 0.147 2.215
17 C 0.464 -0.607 1.171
18 O -2.802 -3.380 -1.301
19 H -0.338 1.807 -1.844
20 C 0.864 1.747 0.871
21 H -1.526 -1.324 1.386
22 H 0.760 -1.511 0.632

***

Entry 2:
Formula: H5NP4
Source: the OMol25 dataset
Level of theory: the ωB97M-V functional and the def2-TZVPD basis

Properties
Kohn-Sham gap ... 7.564 eV
LUMO energy ... -0.88 eV
Energy relative to the best compared isomer or geometry (same formula, charge and spin) ... 62.2 kJ/mol
Multiplicity ... 1

Positions of all 10 atoms, in Å:
1 N -0.342 -0.335 0.688
2 H 3.099 -0.589 -1.051
3 P 1.291 -0.990 0.743
4 P -2.963 0.587 -0.181
5 H -2.810 0.313 1.181
6 H 1.273 -0.187 -1.858
7 P 2.081 0.241 -0.874
8 H 1.444 -0.141 1.903
9 H -1.968 1.583 0.142
10 P -1.104 -0.483 -0.692

***

Entry 3:
Formula: C19H22N2PbS
Source: the OMol25 dataset
Level of theory: the ωB97M-V functional and the def2-TZVPD basis

Properties
Kohn-Sham gap (alpha / beta) ... 4.007 / 4.008 eV
LUMO energy (alpha / beta) ... -1.00 / -1.00 eV
Energy relative to the best compared isomer or geometry (same formula, charge and spin) ... 375.0 kJ/mol
Multiplicity ... 1

Positions of all 45 atoms, in Å:
1 C -4.439 2.356 -0.577
2 C -2.041 2.210 -0.402
3 H -3.060 -0.273 0.614
4 H 1.119 -3.348 1.242
5 H 0.349 -3.247 -4.271
6 H -3.251 4.444 1.834
7 H -3.774 -1.458 1.903
8 H -2.963 1.064 2.183
9 H -0.242 -3.342 2.354
10 H -2.239 -0.442 3.008
11 C 0.896 -2.711 -3.517
12 H -0.673 -2.436 -2.100
13 H 6.058 0.746 0.539
14 H -1.083 3.798 0.742
15 H -1.163 0.808 2.383
16 C 3.085 -0.496 -0.528
17 N 1.050 -1.552 -1.467
18 H 2.150 0.948 2.328
19 H -5.428 3.749 0.785
20 C -3.254 3.770 0.985
21 N 2.352 -0.026 0.505
22 H -5.368 1.947 -0.951
23 C -4.466 3.315 0.448
24 H 2.764 -2.797 -4.618
25 C -3.231 1.864 -1.076
26 C -2.035 3.306 0.497
27 C 0.539 -2.725 1.928
28 C 3.034 -1.772 -2.798
29 S -0.530 1.533 -0.859
30 C 4.177 0.987 1.599
31 C 2.826 0.664 1.554
32 H 4.125 -1.569 -2.918
33 H -2.497 -1.910 0.530
34 Pb 0.064 -0.658 0.535
35 H 5.100 -0.620 -1.319
36 C -2.196 0.249 2.144
37 C 2.253 -2.462 -3.725
38 C 2.377 -1.301 -1.640
39 C 4.476 -0.224 -0.524
40 C 0.339 -2.256 -2.343
41 H -3.185 1.309 -2.020
42 C -2.842 -1.069 1.351
43 C 4.992 0.528 0.543
44 H 4.609 1.553 2.399
45 H 1.222 -2.453 2.721

***

Entry 4:
Formula: C7H29B2HgO8P
Source: the OMol25 dataset
Level of theory: the ωB97M-V functional and the def2-TZVPD basis

Properties
⟨S²⟩ ... 0.750
Kohn-Sham gap (alpha / beta) ... 2.457 / 8.545 eV
LUMO energy (alpha / beta) ... 2.60 / 2.50 eV
Multiplicity ... 2
Total charge ... -1

Positions of all 48 atoms, in Å:
1 H -3.450 -0.211 1.749
2 H -3.152 0.723 -1.937
3 O -0.814 -1.794 -0.661
4 O 0.396 0.628 -0.534
5 C 2.150 -0.219 -3.127
6 B -3.433 -1.258 1.489
7 H 3.580 2.738 -1.824
8 H -0.756 -2.571 -2.549
9 H 2.519 1.468 2.190
10 C -1.480 -2.116 -1.873
11 H -1.237 1.658 1.619
12 H 0.780 -0.187 2.470
13 H -1.618 -0.407 -3.210
14 C 1.472 -2.349 2.592
15 H -3.138 -1.291 -2.904
16 H 1.159 2.341 1.499
17 H 2.210 -1.379 4.125
18 H 1.127 0.045 -3.395
19 O 2.737 1.602 0.165
20 H -0.554 -1.761 3.425
21 H 2.694 3.084 1.651
22 H -1.534 3.138 0.859
23 C -2.236 -0.883 -2.449
24 C 2.738 2.995 -2.467
25 H 0.014 -2.280 -0.679
26 H 2.021 -1.285 -3.313
27 H -4.294 -1.795 1.856
28 H -2.130 -2.966 -1.666
29 H -0.456 -2.503 1.931
30 H 2.685 4.068 -2.648
31 O 1.650 2.491 -1.839
32 B -2.040 2.336 1.375
33 H -2.551 2.559 2.299
34 H -2.708 1.857 0.676
35 P 1.789 1.117 -0.997
36 H 2.882 2.310 -3.303
37 C 2.223 2.138 1.382
38 H 1.454 -3.304 3.116
39 O -0.027 -0.453 2.022
40 H -2.495 -1.603 1.895
41 O 2.689 0.070 -1.857
42 Hg -1.690 0.070 0.570
43 H 2.899 -0.019 -3.894
44 O -2.634 0.044 -1.498
45 C 0.069 -1.760 2.531
46 O 2.160 -1.223 3.179
47 H 1.693 -2.557 1.545
48 H -3.360 -1.307 0.414

***

Entry 5:
Formula: C46H41BN5O4S2TeW
Source: the OMol25 dataset
Level of theory: the ωB97M-V functional and the def2-TZVPD basis

Properties
⟨S²⟩ ... 3.799
Kohn-Sham gap (alpha / beta) ... 6.423 / 6.343 eV
LUMO energy (alpha / beta) ... -0.40 / -0.65 eV
Energy relative to the best compared isomer or geometry (same formula, charge and spin) ... 267.7 kJ/mol
Multiplicity ... 4

Positions of all 101 atoms, in Å:
1 C -0.788 0.945 1.114
2 S -3.792 3.965 -4.168
3 C -4.433 -3.270 4.444
4 C 4.744 0.631 4.043
5 H -1.449 4.537 3.054
6 N -0.865 -3.114 1.152
7 H 1.181 -0.255 -5.079
8 C -1.793 2.428 2.190
9 H 5.291 1.115 4.842
10 C 3.009 2.367 -3.358
11 O -1.633 -1.909 -2.236
12 H 2.535 -3.954 4.260
13 C 3.306 -1.379 -2.962
14 C -2.079 -2.687 1.540
15 H -1.971 -2.775 -6.647
16 C -1.085 2.401 -1.633
17 C -1.433 3.458 3.244
18 N 1.805 -4.484 3.747
19 C -3.205 4.275 -1.530
20 H 3.413 4.268 -4.178
21 N 0.940 -2.442 3.488
22 C -0.795 0.679 3.694
23 H -2.861 2.261 1.968
24 H 2.208 -5.259 3.225
25 H 3.400 0.644 -4.533
26 H 2.881 1.513 4.649
27 C -1.376 -1.869 -3.536
28 H 3.173 2.424 1.002
29 H 0.080 -1.581 -7.120
30 H 0.130 -0.873 4.924
31 H -4.967 1.902 -2.287
32 C -3.004 -3.360 2.449
33 C 5.442 -0.240 3.129
34 C 3.295 1.015 -3.545
35 H -0.712 1.207 5.780
36 C -4.291 -5.241 3.216
37 C -4.978 2.610 -4.279
38 H -0.670 3.711 5.207
39 C -2.633 3.794 -0.350
40 H 3.764 -1.520 -3.937
41 C -1.632 2.817 -0.403
42 C -1.184 2.230 0.800
43 C -0.237 -0.641 3.912
44 H 5.463 -1.016 -0.004
45 H 2.488 3.898 -1.854
46 C 0.317 -0.898 -5.030
47 H 1.382 2.021 0.663
48 H 4.863 -2.410 0.726
49 H 6.454 -1.781 1.313
50 C 3.196 0.060 -2.555
51 N -1.228 1.125 2.475
52 H -2.935 4.277 0.557
53 H 6.502 -0.362 3.145
54 H -6.009 1.015 -3.327
55 O -2.291 -1.473 1.229
56 H -3.230 -1.660 3.689
57 C 3.067 3.280 -4.528
58 H 2.346 -1.824 -3.057
59 H -2.940 -2.957 -4.329
60 C 2.893 0.585 -1.247
61 C -3.351 -4.696 2.334
62 C 3.404 -0.380 1.900
63 H 2.074 3.423 -4.949
64 C 2.664 1.935 -0.975
65 C -0.818 1.590 4.728
66 C -4.869 -4.582 4.254
67 C 3.394 0.907 3.912
68 C -2.046 -2.431 -4.592
69 C 2.702 2.831 -2.070
70 H 3.672 2.891 -5.306
71 H 2.097 3.588 0.154
72 H 3.826 -2.032 -2.247
73 C -1.013 2.991 4.412
74 C 2.295 2.518 0.308
75 O -5.691 2.659 -5.255
76 H -0.332 1.685 -1.629
77 H -4.810 -2.638 5.209
78 C -1.706 2.788 -2.773
79 H -1.449 2.423 -3.777
80 W -0.254 -0.960 0.590
81 Te 2.436 -0.981 0.178
82 C 2.770 0.481 2.779
83 C -0.237 -1.130 -3.788
84 B -0.595 -1.167 -1.564
85 C -1.481 -2.268 -5.848
86 C -3.522 -2.687 3.595
87 C 0.944 -3.639 3.049
88 H -5.614 -5.072 4.826
89 C -0.306 -1.539 -6.120
90 C -2.776 3.662 -2.726
91 C 5.439 -1.556 0.940
92 S -0.071 -4.494 1.782
93 H -4.200 0.848 -3.427
94 H -2.983 -5.312 1.491
95 N 0.167 -1.399 2.977
96 H -3.939 5.084 -1.549
97 C 4.728 -0.741 2.023
98 C -5.055 1.508 -3.268
99 H -4.489 -6.305 3.179
100 O 0.243 -0.670 -2.573
101 H 1.687 0.647 2.660

***

Entry 6:
Formula: H3N4O
Source: the OMol25 dataset
Level of theory: the ωB97M-V functional and the def2-TZVPD basis

Properties
Kohn-Sham gap ... 7.206 eV
LUMO energy ... 5.06 eV
Energy relative to the best compared isomer or geometry (same formula, charge and spin) ... 139.5 kJ/mol
Multiplicity ... 1
Total charge ... -1

Positions of all 8 atoms, in Å:
1 H 0.686 -1.478 0.663
2 O -0.957 0.116 0.849
3 H -0.141 -2.018 -0.569
4 N 0.685 -1.520 -0.288
5 N -0.138 2.005 -0.200
6 N -0.148 0.815 0.165
7 H -1.016 2.407 0.165
8 N 1.029 -0.326 -0.785

***

Number 1: strongest force on any atom 1.5 eV Å⁻¹. Number 2: strongest force on any atom 3.4 eV Å⁻¹. Number 3: strongest force on any atom 4.2 eV Å⁻¹. Number 4: strongest force on any atom 5.2 eV Å⁻¹. Number 5: strongest force on any atom 2.8 eV Å⁻¹. Number 6: strongest force on any atom 3.9 eV Å⁻¹.